# 1
A molecular structure, C11H16Cl3NOSZr in a non-equilibrium geometry. Source: the Open Molecules 2025 dataset; level of theory: ωB97M-V/def2-TZVPD.

Calculated values
Calculated total energy: -2384.74583 hartree
Maximum force: 4.15 eV/Å
Charge: -2
Gap between HOMO and LUMO: 3.309 eV

Structure (XYZ):
```
34
Properties=species:S:1:pos:R:3:forces:R:3:nbo_charge:R:1
C -0.673 0.866 -0.994 1.7 -1.6 0.4 -0.19
C -0.827 -0.523 -1.332 2.4 1.1 0.7 -0.09
C 0.474 -1.125 -1.313 -0.7 2.2 0.4 -0.13
C -2.094 -1.186 -1.571 -1.0 -1.8 0.9 -0.70
C 1.427 -0.102 -0.954 -1.9 -0.1 -0.7 -0.15
C 0.735 1.121 -0.808 -1.2 -1.3 0.0 -0.07
C 1.342 2.462 -0.726 0.4 0.6 -0.4 -0.63
C -1.750 1.860 -0.962 -0.7 0.7 -0.4 -0.62
C 0.754 -2.517 -1.690 0.1 -0.7 -0.2 -0.63
C 2.884 -0.256 -0.907 0.7 -0.1 -0.3 -0.61
Zr -0.729 -0.062 2.631 0.8 -0.4 -4.1 2.09
Cl -2.458 -3.321 0.603 -0.3 -1.0 1.2 -0.90
Cl -3.048 0.051 2.271 -0.1 0.1 0.2 -0.47
Cl 0.586 -1.964 1.937 -0.4 1.0 0.6 -0.45
H -2.921 -0.512 -1.341 -0.2 0.0 -0.3 0.18
H -2.221 -2.075 -0.840 0.1 1.6 -1.4 0.29
H -2.206 -1.630 -2.565 -0.1 0.2 -0.3 0.16
H -0.045 -3.201 -1.348 0.4 0.1 0.1 0.23
H 1.739 -2.829 -1.308 -0.3 -0.2 0.1 0.18
H 0.805 -2.619 -2.785 0.0 -0.2 -0.1 0.16
H 3.184 -1.175 -0.385 0.1 0.2 0.1 0.19
H 3.343 0.619 -0.440 0.2 -0.2 0.2 0.18
H 3.311 -0.310 -1.920 0.2 -0.1 0.0 0.17
H 2.326 2.463 -0.232 -0.2 0.1 0.1 0.18
H 0.700 3.225 -0.257 0.1 -0.2 0.1 0.18
H 1.522 2.815 -1.762 0.1 0.3 0.2 0.17
H -2.709 1.460 -0.575 0.5 0.2 -0.1 0.20
H -1.936 2.180 -2.001 -0.4 0.3 0.1 0.17
H -1.470 2.763 -0.391 -0.2 -0.3 -0.1 0.18
O 0.043 1.632 1.963 -0.3 0.0 1.9 -1.06
H 0.141 2.483 2.435 -0.1 -0.7 -0.5 0.48
S 0.536 -0.065 7.173 -0.1 -0.2 0.2 -0.14
C -0.146 -0.248 5.750 -0.5 0.5 -1.8 0.26
N -0.619 -0.277 4.646 0.8 -0.1 3.2 -0.82
```
Positions in Å, forces in eV/Å.

***

# 2
A molecular structure, C11H16Cl8F9MgNaO9S3 in a non-equilibrium geometry. Source: the Open Molecules 2025 dataset; level of theory: ωB97M-V/def2-TZVPD.

Calculated values
Calculated total energy: -7243.36192 hartree
Maximum force: 5.73 eV/Å
Gap between HOMO and LUMO: 8.376 eV

Structure (XYZ):
```
58
Properties=species:S:1:pos:R:3:forces:R:3:nbo_charge:R:1
Na 3.442 0.738 -2.652 -1.0 0.4 -0.2 0.98
Mg -1.018 2.781 -3.564 0.8 0.2 0.0 1.88
C -0.492 -1.560 -4.978 1.4 2.2 1.1 0.79
F -1.349 -1.358 -5.954 -0.7 -0.4 0.3 -0.30
F -1.080 -1.973 -3.817 0.4 0.2 -1.6 -0.32
F 0.440 -2.399 -5.387 -0.4 -0.4 0.3 -0.30
S 0.493 0.144 -4.739 2.4 -0.1 -1.7 2.28
O 1.624 -0.190 -3.862 -1.3 -0.1 -0.5 -1.01
O 0.877 0.551 -6.087 -1.0 -1.1 1.5 -0.91
O -0.390 1.169 -4.124 -0.7 -1.9 -0.5 -1.18
C -0.772 0.026 -0.141 -0.3 1.4 -0.9 0.78
F -2.072 0.202 -0.113 -1.4 0.7 0.2 -0.32
F -0.373 -0.126 1.110 0.6 -0.8 -0.3 -0.30
F -0.625 -1.049 -0.934 1.3 0.5 0.7 -0.31
S 0.076 1.705 -0.765 2.7 0.3 0.8 2.28
O 1.341 1.273 -1.374 -1.5 0.0 0.7 -1.00
O -0.818 2.323 -1.789 -0.7 -0.5 2.0 -1.16
O 0.259 2.544 0.428 -1.1 -1.5 -1.7 -0.92
C 2.618 5.495 -4.350 -1.7 -0.6 -0.7 0.77
F 1.725 6.273 -5.027 0.8 -0.7 0.0 -0.33
F 3.802 5.517 -4.912 0.0 -0.1 -0.5 -0.29
F 2.710 6.008 -3.163 0.1 0.2 1.5 -0.30
S 1.928 3.689 -4.323 2.8 -3.1 -3.9 2.29
O 2.744 2.855 -3.460 0.3 1.1 1.0 -1.02
O 0.559 3.774 -3.831 -1.1 1.7 0.2 -1.15
O 2.062 3.163 -5.706 -0.9 2.4 2.3 -0.92
Cl -5.199 -2.092 3.209 0.0 0.4 0.0 -0.07
C -4.026 -0.737 3.310 0.2 0.3 -0.9 -0.38
C -4.687 0.636 3.419 -0.9 -1.3 0.9 -0.40
Cl -3.477 1.757 4.026 0.2 0.5 -0.1 -0.04
H -3.463 -0.729 2.376 0.3 -0.4 0.2 0.22
H -3.382 -0.937 4.166 -0.1 0.1 -0.2 0.24
H -5.462 0.496 4.173 -0.1 0.5 0.1 0.22
H -5.172 0.998 2.512 0.4 -0.1 0.0 0.22
Cl 2.909 -4.025 3.466 -0.4 0.0 -0.2 -0.07
C 1.697 -3.112 4.416 0.8 1.0 1.2 -0.39
C 0.450 -2.774 3.663 -0.4 -0.4 0.1 -0.36
Cl -0.862 -2.134 4.790 0.8 -0.8 -0.5 -0.09
H 2.199 -2.187 4.700 0.1 -0.1 0.2 0.22
H 1.496 -3.689 5.319 -0.1 0.0 -0.2 0.23
H 0.172 -3.739 3.238 -0.9 0.5 -0.4 0.22
H 0.596 -1.954 2.959 0.0 -0.5 -0.2 0.23
Cl -0.693 -4.815 0.365 -0.7 -0.3 1.7 -0.05
C -0.509 -4.697 -1.355 -0.5 0.2 -0.3 -0.41
C 0.898 -5.077 -1.616 1.6 0.8 0.4 -0.40
Cl 1.354 -4.483 -3.207 0.3 -0.3 -1.0 -0.05
H -0.706 -3.648 -1.574 0.2 -0.2 -0.4 0.23
H -1.228 -5.342 -1.861 0.0 0.1 0.1 0.22
H 1.193 -6.107 -1.411 -0.5 -0.1 -0.5 0.23
H 1.557 -4.496 -0.972 -0.2 0.0 0.3 0.22
Cl 2.110 3.159 5.999 -0.4 0.0 0.1 -0.07
C 0.642 3.161 4.959 -0.1 1.1 0.8 -0.38
C 0.848 2.298 3.787 0.4 -0.2 -1.6 -0.40
Cl 0.909 0.568 4.189 -0.1 0.0 0.1 -0.07
H 0.498 4.203 4.673 0.2 0.0 -0.4 0.23
H -0.258 2.947 5.536 0.3 -0.5 0.2 0.23
H 1.776 2.519 3.260 0.2 0.1 0.4 0.23
H 0.108 2.454 3.002 -0.4 -0.2 0.3 0.25
```
Positions in Å, forces in eV/Å.

***

# 3
A molecular structure, C11H16ClIN2OPZr in a non-equilibrium geometry. Source: the Open Molecules 2025 dataset; level of theory: ωB97M-V/def2-TZVPD.

Calculated values
Calculated total energy: -1758.70938 hartree
Maximum force: 6.57 eV/Å
Charge: +3
Gap between HOMO and LUMO: 6.525 eV

Structure (XYZ):
```
34
Properties=species:S:1:pos:R:3:forces:R:3:nbo_charge:R:1
C -0.357 -3.504 -2.122 0.7 -2.0 -1.3 -0.59
I 1.762 -3.052 -0.991 -1.0 -0.8 -0.9 0.45
H -1.383 -3.186 -1.859 1.0 0.3 0.8 0.30
H -0.235 -4.594 -1.945 -0.2 0.7 -0.1 0.29
H -0.145 -3.269 -3.184 0.4 0.1 0.8 0.27
Zr 0.000 -1.074 -0.435 -2.2 0.9 2.1 1.47
P -0.024 1.012 -2.011 -1.2 2.1 -2.1 0.80
C 1.467 1.611 -2.847 0.7 -0.7 0.4 -0.93
C -1.259 0.769 -3.340 -0.1 -1.1 0.0 -0.91
H -1.618 2.327 -0.764 0.1 0.3 -0.1 0.26
H -0.994 3.222 -2.173 0.1 -0.1 -0.1 0.30
H 0.017 3.059 -0.712 -0.2 0.1 0.0 0.26
C -0.721 2.562 -1.350 0.1 -0.4 1.4 -0.90
H -2.230 0.512 -2.887 0.3 0.1 -0.2 0.28
H -1.359 1.701 -3.905 0.2 -0.1 0.1 0.29
H 1.217 2.276 -3.674 -0.2 0.0 0.1 0.31
H 2.041 0.764 -3.233 0.1 0.2 -0.1 0.26
H -0.950 -0.047 -4.012 -0.2 0.3 0.1 0.26
H 2.088 2.149 -2.125 0.0 0.0 -0.2 0.27
C 2.079 0.202 -0.188 5.9 2.8 1.1 0.49
O 3.108 0.737 -0.048 -5.5 -2.8 -0.7 -0.29
Cl -2.346 -1.423 -0.645 1.3 0.7 0.4 -0.28
N 0.294 0.295 7.115 -0.3 -0.4 -3.4 -0.06
C 0.200 0.136 5.950 0.2 0.3 2.9 0.17
C 0.081 -0.091 4.530 -0.3 0.2 0.4 0.00
C 0.334 -1.355 3.996 0.1 -0.7 -1.1 -0.15
C 0.272 -1.538 2.607 -0.2 1.1 0.9 0.05
N -0.040 -0.484 1.786 0.0 -0.9 -0.8 -0.62
C -0.413 0.719 2.311 0.1 -0.4 0.5 0.06
C -0.378 0.934 3.692 -0.2 0.3 -1.0 -0.16
H 0.543 -2.209 4.637 0.1 0.2 -0.1 0.29
H 0.448 -2.515 2.147 0.0 0.3 0.2 0.23
H -0.760 1.471 1.586 0.2 -0.3 0.6 0.24
H -0.740 1.883 4.094 0.3 -0.3 -0.1 0.30
```
Positions in Å, forces in eV/Å.

***

# 4
A molecular structure, C11H16ClIrO5P in a non-equilibrium geometry. Source: the Open Molecules 2025 dataset; level of theory: ωB97M-V/def2-TZVPD.

Calculated values
Multiplicity: 6
Calculated total energy: -1709.94648 hartree
Maximum force: 6.57 eV/Å
Charge: +2
Gap between HOMO and LUMO (alpha / beta): 7.413 / 4.847 eV

Structure (XYZ):
```
35
Properties=species:S:1:pos:R:3:forces:R:3:nbo_charge:R:1
Cl -0.029 3.754 -1.447 0.0 0.2 0.0 0.16
C -2.024 0.262 -2.022 -1.1 0.3 -1.1 -0.15
C -1.197 -0.856 -1.776 0.6 -0.9 -0.2 -0.19
C 0.054 -0.625 -2.407 -0.2 -1.1 -0.1 -0.20
H -1.462 -1.729 -1.203 -0.1 -0.1 0.0 0.29
C 0.008 0.644 -3.035 0.6 0.4 -1.6 0.05
C -1.290 1.173 -2.812 -0.3 0.4 0.5 -0.19
H -1.608 2.158 -3.101 -0.2 0.0 -0.3 0.28
H -3.031 0.398 -1.665 -0.1 0.0 0.0 0.29
H 0.898 -1.295 -2.401 0.1 -0.1 -0.1 0.28
C 1.087 1.291 -3.830 -0.1 0.0 0.4 -0.67
Ir -0.149 0.970 -0.609 -0.4 0.4 2.0 0.50
C 1.662 1.563 -0.169 6.4 1.2 0.7 0.50
O 2.760 1.834 0.113 -4.7 -0.9 -1.0 -0.34
C -1.046 1.933 0.843 -3.0 3.1 3.6 0.51
O -1.562 2.571 1.671 2.2 -2.5 -3.2 -0.35
H 2.069 1.043 -3.432 0.1 -0.1 -0.1 0.25
H 0.970 2.373 -3.800 0.0 0.0 -0.2 0.25
H 1.057 0.970 -4.875 -0.1 0.0 0.0 0.30
C 1.445 -3.085 1.273 1.6 -1.8 -0.4 -0.29
O 0.512 -2.305 1.972 -1.4 2.1 -1.8 -0.76
P 0.206 -0.914 1.032 0.8 -2.4 3.1 1.72
O -1.493 -1.054 1.272 3.3 1.5 -1.1 -0.75
C -1.867 -0.826 2.608 -2.1 -0.1 2.1 -0.30
O 1.411 -0.051 1.909 -2.7 -0.7 -2.4 -0.78
C 0.952 0.414 3.149 0.8 0.9 2.5 -0.29
H 2.418 -2.555 1.173 -0.5 -0.3 -0.1 0.19
H 1.044 -3.408 0.285 0.4 0.2 0.5 0.18
H 1.636 -4.005 1.862 -0.2 0.6 -0.3 0.24
H -1.721 0.228 2.905 0.1 -0.6 0.0 0.19
H -2.958 -1.006 2.690 0.6 0.0 -0.2 0.24
H -1.394 -1.545 3.308 0.0 0.6 -0.5 0.23
H 0.270 1.274 3.031 0.1 -0.5 0.2 0.17
H 0.543 -0.400 3.780 0.0 0.5 -0.5 0.21
H 1.829 0.803 3.706 -0.4 -0.2 -0.4 0.24
```
Positions in Å, forces in eV/Å.

***

# 5
2 unconnected molecules or ions with the total composition C11H16F3NO2. Source: the Open Molecules 2025 dataset; level of theory: ωB97M-V/def2-TZVPD.

Calculated values
Calculated total energy: -933.56608 hartree
SMILES: O=C1NCC[C@H]1CCC(F)=C(F)F.CC(C)=O
Maximum force: 0.93 eV/Å
Gap between HOMO and LUMO: 10.265 eV

Structure (XYZ):
```
33
Properties=species:S:1:pos:R:3:forces:R:3:nbo_charge:R:1
O -0.463 -0.881 4.629 0.3 0.5 0.4 -0.59
C -1.081 -1.568 3.864 -0.1 -0.4 -0.2 0.69
N -2.294 -2.185 4.153 -0.1 0.4 -0.6 -0.63
C -2.842 -2.813 2.944 -0.2 -0.1 0.1 -0.22
C -1.568 -3.113 2.155 -0.1 -0.2 -0.1 -0.40
C -0.722 -1.874 2.418 -0.1 -0.3 -0.1 -0.33
C -1.168 -0.666 1.578 0.0 0.1 -0.1 -0.38
C -0.035 0.346 1.396 0.0 0.0 0.1 -0.47
C -0.464 1.605 0.730 0.0 -0.1 0.4 0.24
F -0.856 2.606 1.538 0.0 0.1 0.1 -0.31
C -0.504 1.819 -0.562 0.1 0.0 -0.9 0.65
F -0.839 2.954 -1.154 0.0 -0.3 0.1 -0.30
F -0.187 0.880 -1.456 -0.1 0.3 0.2 -0.31
H -2.901 -1.593 4.704 0.0 -0.3 0.3 0.40
H -3.410 -3.714 3.174 0.1 0.0 0.1 0.20
H -3.514 -2.135 2.406 0.1 0.0 0.0 0.18
H -1.091 -3.992 2.594 0.0 0.0 0.0 0.22
H -1.740 -3.337 1.102 -0.1 0.2 0.0 0.22
H 0.347 -2.047 2.292 0.0 0.0 0.1 0.23
H -1.520 -1.005 0.599 0.1 0.0 0.0 0.21
H -2.009 -0.154 2.055 0.0 -0.1 0.0 0.21
H 0.776 -0.103 0.817 0.0 0.0 0.0 0.23
H 0.364 0.620 2.375 0.0 0.0 0.0 0.25
C 2.144 1.768 -3.336 0.1 -0.1 0.0 -0.72
C 3.240 1.609 -4.363 0.0 0.0 0.0 0.59
C 3.169 2.514 -5.570 0.1 -0.1 0.0 -0.72
O 4.125 0.799 -4.227 0.0 0.0 0.0 -0.54
H 2.304 1.067 -2.522 0.0 0.0 0.0 0.23
H 2.139 2.789 -2.949 0.0 0.0 0.0 0.23
H 1.170 1.582 -3.792 0.0 0.0 0.0 0.23
H 3.198 3.559 -5.256 0.0 0.0 0.0 0.23
H 2.229 2.356 -6.102 0.0 0.0 0.0 0.23
H 4.004 2.308 -6.235 0.0 0.0 0.0 0.24
```
Positions in Å, forces in eV/Å.

***

# 6
2 unconnected molecules or ions with the total composition C11H16IN2O7 in a non-equilibrium geometry. Source: the Open Molecules 2025 dataset; level of theory: ωB97M-V/def2-TZVPD.

Calculated values
Calculated total energy: -1362.16897 hartree
Maximum force: 2.44 eV/Å
Charge: +1
Gap between HOMO and LUMO: 8.359 eV

Structure (XYZ):
```
37
Properties=species:S:1:pos:R:3:forces:R:3:nbo_charge:R:1
O -0.364 3.863 1.174 -0.4 -0.9 -1.1 -0.45
C -0.812 3.220 0.255 0.3 1.5 1.9 0.75
O -1.936 3.622 -0.419 1.0 -0.8 -0.3 -0.69
C -0.107 1.920 -0.078 -0.6 0.5 -0.6 -0.05
C 0.949 1.938 -0.972 0.0 0.8 -0.1 -0.16
I 1.609 3.694 -1.929 -0.2 -0.5 0.2 0.28
C 1.602 0.766 -1.222 1.0 0.2 -0.9 0.03
N 1.258 -0.368 -0.633 -0.3 -1.1 0.2 -0.25
C 1.987 -1.642 -0.868 1.2 -0.7 0.4 -0.22
C 3.493 -1.438 -1.108 -0.3 0.4 0.4 -0.45
C 4.191 -0.618 0.021 -0.1 0.3 -0.6 -0.08
O 4.846 0.523 -0.529 0.0 -0.1 0.0 -0.71
C 0.221 -0.407 0.209 -0.5 -0.2 0.5 0.09
C -0.480 0.718 0.513 -1.1 0.7 0.2 -0.02
C -1.641 0.726 1.497 0.0 0.1 0.2 -0.14
O -1.115 0.998 2.788 -0.1 0.0 -0.5 -0.25
O -0.949 -0.188 3.543 -0.1 -0.5 0.7 -0.41
H -1.634 4.220 -1.122 -0.4 0.1 0.0 0.51
H 2.429 0.741 -1.922 -0.1 -0.2 0.1 0.26
H 1.915 -2.211 0.064 -0.3 0.2 -0.1 0.22
H 1.516 -2.264 -1.634 -0.1 0.5 -0.1 0.24
H 3.948 -2.431 -1.154 -0.2 0.1 -0.2 0.25
H 3.684 -0.915 -2.049 0.1 -0.3 0.0 0.23
H 4.973 -1.224 0.478 -0.2 0.1 0.1 0.21
H 3.477 -0.279 0.785 0.1 -0.3 0.0 0.16
H 4.285 1.301 -0.460 0.1 0.0 0.1 0.47
H -0.087 -1.339 0.669 0.4 -0.2 -0.4 0.24
H -2.319 1.558 1.275 0.1 -0.1 -0.1 0.23
H -2.240 -0.194 1.461 0.4 0.3 0.1 0.24
H -0.765 -0.931 2.949 0.1 0.3 -0.3 0.44
C -5.067 -2.320 -0.305 0.0 -0.3 0.1 -0.48
N -3.920 -1.389 -0.124 -0.2 -0.2 -0.1 0.55
O -2.863 -1.854 0.275 0.0 -0.1 -0.1 -0.42
O -4.106 -0.224 -0.384 0.2 0.1 0.0 -0.36
H -4.747 -3.319 -0.034 0.1 0.1 0.0 0.24
H -5.869 -1.978 0.342 0.0 0.1 -0.1 0.25
H -5.361 -2.274 -1.350 -0.1 0.1 0.0 0.25
```
Positions in Å, forces in eV/Å.

***

# 7
A gas-phase ion, C11H16N (charge +1) in a non-equilibrium geometry. Source: the Open Molecules 2025 dataset; level of theory: ωB97M-V/def2-TZVPD.

Calculated values
Calculated total energy: -483.10941 hartree
Maximum force: 4.04 eV/Å
Charge: +1
Gap between HOMO and LUMO: 8.330 eV

Structure (XYZ):
```
28
Properties=species:S:1:pos:R:3:forces:R:3:nbo_charge:R:1
C -3.060 0.287 1.327 1.3 -1.2 -0.6 0.25
C 2.858 -0.925 -0.602 -0.1 0.6 1.8 -0.73
C 1.569 -0.342 -0.232 -0.7 -1.0 1.2 0.59
C -0.594 -0.243 1.002 1.0 1.3 -2.9 -0.17
C -1.578 0.688 -0.706 -2.0 2.6 1.8 -0.38
C 0.612 -1.151 0.532 -2.1 -1.3 -0.6 -0.59
C -2.078 -0.310 0.426 1.5 -1.1 -2.9 -0.13
C -0.346 1.095 0.153 0.4 -0.6 -0.8 -0.03
C -2.401 -1.704 -0.202 0.2 -0.8 2.0 -0.60
C -0.415 2.425 0.880 -0.1 1.9 -3.3 -0.61
C 1.057 0.999 -0.530 0.9 -0.1 2.3 -0.54
N -3.711 0.693 2.169 -0.8 0.6 0.6 -0.24
H 3.042 -0.627 -1.569 0.9 0.7 -2.4 0.27
H 3.700 -0.516 0.020 -0.8 -0.2 -0.3 0.32
H -0.018 -1.692 -0.299 1.6 0.5 0.5 0.35
H -0.631 -0.041 1.979 0.3 0.3 4.0 0.23
H 2.852 -1.988 -0.536 0.0 -0.8 0.2 0.26
H -1.332 0.136 -1.569 0.2 -0.5 -1.2 0.21
H -2.331 1.549 -0.919 1.4 -1.5 0.0 0.25
H 1.008 -2.042 1.134 -0.5 1.5 -0.6 0.30
H -3.382 -1.874 -0.647 0.1 0.5 0.0 0.26
H -2.273 -2.454 0.615 -0.5 0.4 -0.4 0.23
H -1.634 -2.041 -0.910 -0.2 0.6 -0.3 0.19
H -0.744 3.271 0.084 0.2 -1.9 1.8 0.23
H 0.604 2.795 1.070 -0.5 -0.3 1.0 0.22
H -1.122 2.361 1.668 -0.3 0.5 1.0 0.25
H 1.817 1.695 0.112 -1.3 -1.4 -1.7 0.31
H 1.171 1.193 -1.584 0.1 0.6 -0.4 0.29
```
Positions in Å, forces in eV/Å.